Computed, not measured: a structure of composition C15H29MnN6O2 in a non-equilibrium geometry, with the ωB97M-V functional and the def2-TZVPD basis.

As for the largest force on an atom: 0.0536 hartree/bohr. As for the expectation value of S²: 8.754. The charge is +1. For the HOMO energy (alpha / beta), the calculation gives -10.89 / -11.49 eV. Its spin multiplicity is 6. For the frontier orbital gap (alpha / beta), the calculation gives 8.709 / 9.237 eV. The calculated total energy comes out at -60378.2332 eV. The calculation puts the molar mass at 380.4 g/mol.

Last column: Löwdin spin population.
Positions of all 53 atoms, in Å:
Mn  -0.1983  -0.1696  0.2205  4.639
C  -3.1738  1.2278  1.6661  0.001
C  -1.9117  2.0042  1.9784  0.006
N  -0.6127  1.2874  1.8638  0.050
C  -0.1427  0.7246  3.0978  0.007
C  1.0882  -0.0615  2.8876  0.007
N  1.3003  -0.7164  1.5752  0.051
C  1.7099  -2.1785  1.6129  0.009
C  2.1290  -2.5701  0.1910  0.002
C  0.9723  -3.2085  -0.5704  0.004
N  -0.1281  -2.2021  -0.8311  0.044
C  -1.4971  -2.7570  -0.8229  0.005
C  -2.4770  -1.5987  -0.9551  0.008
N  -2.2830  -0.6317  0.1766  0.049
C  -3.2693  0.5049  0.3049  0.009
H  -3.3289  0.4901  2.5007  0.000
H  -4.0537  1.8479  1.6982  0.000
H  -1.8955  2.8834  1.2859  0.000
H  -2.0779  2.3987  3.0187  0.002
H  0.0960  2.0083  1.5526  0.003
H  -0.0047  1.4773  3.8693  0.001
H  -0.9796  0.1066  3.4716  0.001
H  1.9741  0.5539  3.1229  0.001
H  1.0219  -0.9031  3.5970  0.000
H  2.1047  -0.2153  1.1813  0.005
H  2.5451  -2.2277  2.3545  0.002
H  0.9171  -2.8716  1.9894  0.001
H  2.6110  -1.7134  -0.2700  0.001
H  2.9310  -3.3460  0.3255  0.000
H  1.3400  -3.4985  -1.6375  0.001
H  0.4604  -3.9593  0.0243  0.000
H  0.1115  -1.7797  -1.7525  0.003
H  -1.6945  -3.4316  -1.6924  0.001
H  -1.6261  -3.3614  0.0975  0.000
H  -2.3214  -1.0201  -1.8589  0.001
H  -3.5379  -1.9544  -1.0244  0.001
H  -2.3780  -1.1640  1.0658  0.006
H  -3.1753  1.2781  -0.5177  0.001
H  -4.2854  0.1256  0.1597  0.002
C  1.4833  1.5770  -4.4222  0.001
N  1.5972  1.8865  -3.0363  0.001
C  2.3645  2.9628  -2.5722  0.002
C  2.5024  3.1326  -1.2486  0.000
C  1.6283  2.3746  -0.3539  0.006
O  1.5616  2.5891  0.8864  0.006
N  1.0858  1.2427  -0.8430  0.034
C  0.9396  1.0025  -2.1871  0.009
O  0.3131  -0.0305  -2.5997  0.018
H  1.1972  2.4161  -5.0379  0.000
H  0.7060  0.7533  -4.4479  0.000
H  2.4280  1.1723  -4.8550  0.000
H  2.6644  3.6650  -3.3581  0.000
H  3.2683  3.8775  -0.8814  0.000